75
Properties=species:S:1:pos:R:3:lowdin_charge:R:1 method="wB97M-V/def2-TZVPD" multiplicity=1 largest_force_ev_per_a=2.537 gap_ev="6.956 / 5.302" charge=+1 energy_ha=-3007.846158
Sc 1.495 -0.457 0.594 0.972
C -1.119 -0.898 1.215 -0.224
C -0.771 -2.019 0.416 -0.234
C 0.769 -1.864 2.132 -0.341
C -0.158 -0.779 2.259 -0.301
C 0.427 -2.573 0.924 -0.325
C -2.332 -0.046 1.079 -0.023
H -2.732 -0.061 0.056 0.057
H -2.116 1.004 1.326 0.087
H -3.152 -0.374 1.744 0.101
C -0.061 0.335 3.236 -0.027
H -0.976 0.945 3.235 0.090
H 0.782 1.022 3.022 0.064
H 0.089 -0.051 4.256 0.097
C 2.112 -1.845 2.754 -0.044
H 2.008 -1.779 3.847 0.109
H 2.727 -0.928 2.478 0.084
H 2.716 -2.733 2.505 0.097
C 1.219 -3.679 0.323 -0.053
H 1.083 -4.601 0.911 0.098
H 2.300 -3.483 0.302 0.071
H 0.890 -3.903 -0.701 0.081
C -1.602 -2.640 -0.649 -0.036
H -1.698 -3.727 -0.491 0.098
H -1.159 -2.503 -1.646 0.062
H -2.626 -2.245 -0.673 0.083
C -0.967 2.534 -2.156 -0.096
C -2.057 1.755 -2.145 -0.100
C -2.306 0.390 -2.745 -0.155
C -1.556 0.092 -4.059 -0.282
C -0.292 -0.569 -3.945 -0.134
C 1.032 0.049 -3.922 -0.410
C 1.178 1.345 -3.045 -0.138
C 0.151 2.489 -3.133 -0.239
H -3.375 0.417 -3.011 0.117
H -1.436 1.081 -4.587 0.004
H -2.146 -0.454 -2.056 0.081
H -0.277 2.607 -4.162 -0.004
H -0.857 3.315 -1.383 0.108
H -2.955 2.177 -1.678 0.107
H 0.718 3.420 -2.993 0.115
H 1.184 1.006 -1.988 0.075
H 1.709 -0.687 -3.432 0.115
H 2.186 1.775 -3.209 0.117
H -2.225 -0.517 -4.699 0.125
H -0.292 -1.617 -3.623 0.114
P -0.390 1.914 -5.951 0.785
C -0.699 3.629 -6.397 -0.234
C -1.501 0.939 -6.991 -0.235
P 1.767 -0.102 -5.571 0.904
C 1.340 1.509 -6.299 -0.410
C 0.959 -1.447 -6.450 -0.166
C 3.519 -0.307 -5.819 -0.171
H 0.131 4.262 -6.039 0.062
H -1.650 3.965 -5.950 0.068
H -0.765 3.657 -7.494 0.046
H -1.435 1.387 -7.989 0.046
H -2.534 1.052 -6.624 0.070
H -1.248 -0.129 -7.014 0.032
H 3.754 -0.108 -6.874 0.079
H 3.814 -1.333 -5.579 0.067
H 4.097 0.385 -5.189 0.077
H 1.994 2.279 -5.843 0.092
H 1.483 1.517 -7.394 0.076
H 1.607 -2.330 -6.360 0.071
H 0.813 -1.252 -7.523 0.079
H -0.012 -1.721 -6.021 0.054
C 2.610 3.074 1.955 -0.133
S 2.231 2.756 0.229 0.488
O 1.404 3.815 -0.301 -0.300
O 3.454 2.393 -0.455 -0.328
O 1.314 1.488 0.387 -0.491
H 3.260 3.954 1.997 0.076
H 3.123 2.207 2.393 0.065
H 1.671 3.257 2.491 0.072



71
Properties=species:S:1:pos:R:3:mulliken_spin:R:1 method="wB97M-V/def2-TZVPD" multiplicity=6 largest_force_ev_per_a=6.231 gap_ev="4.718 / 4.746" charge=+1 energy_ha=-2281.043154 s2=8.801
Sm -0.802 0.653 0.161 5.179
C 2.829 1.603 0.429 0.002
C 2.138 1.094 1.566 0.001
C 3.689 -0.476 0.914 -0.011
C 3.764 0.622 0.014 -0.011
C 2.724 -0.166 1.903 0.009
C 2.645 2.956 -0.159 0.000
H 1.595 3.289 -0.118 -0.001
H 2.974 2.982 -1.208 0.000
H 3.241 3.708 0.392 0.000
C 4.668 0.715 -1.153 0.000
H 4.837 1.764 -1.430 0.000
H 4.256 0.197 -2.036 0.000
H 5.639 0.253 -0.926 0.000
C 4.493 -1.713 0.820 0.000
H 5.502 -1.494 0.442 0.000
H 4.039 -2.443 0.127 0.000
H 4.581 -2.203 1.798 0.000
C 2.438 -0.940 3.136 0.002
H 2.890 -0.458 4.024 0.000
H 2.842 -1.961 3.066 0.000
H 1.355 -1.015 3.331 -0.001
C 1.068 1.801 2.330 -0.001
H 1.493 2.431 3.134 -0.001
H 0.373 1.094 2.823 0.000
H 0.475 2.488 1.685 0.001
C -2.093 0.902 -1.960 -0.012
C -2.155 1.961 -0.873 -0.093
C -3.253 1.885 0.124 -0.008
C -3.353 0.689 1.165 -0.007
C -2.168 -0.184 1.597 -0.075
C -1.995 -1.489 0.858 0.012
C -1.654 -1.523 -0.637 0.013
C -2.507 -0.553 -1.534 -0.009
H -4.213 1.878 -0.417 -0.003
H -4.201 0.038 0.860 -0.001
H -3.247 2.840 0.679 -0.001
H -3.537 -0.519 -1.159 0.002
H -2.940 1.161 -2.629 0.004
H -1.875 2.961 -1.213 0.007
H -2.563 -1.106 -2.480 0.000
H -0.557 -1.525 -0.896 -0.003
H -2.976 -1.993 0.933 -0.002
H -1.972 -2.523 -0.968 0.003
H -3.687 1.187 2.094 -0.001
H -2.012 -0.247 2.686 0.001
P -0.740 1.983 -4.680 -0.001
C -2.203 3.091 -4.516 0.000
C 0.598 3.187 -4.253 0.000
P -1.360 -3.247 1.853 -0.003
C -0.839 0.986 -2.935 0.005
C -1.425 -3.175 3.642 0.000
C -2.277 -4.647 1.197 0.000
H -2.368 3.523 -5.519 0.000
H -2.071 3.905 -3.785 0.000
H -3.088 2.490 -4.261 0.000
H 0.237 4.076 -3.716 0.000
H 1.041 3.513 -5.207 0.000
H 1.392 2.688 -3.678 0.000
H -3.161 -4.325 0.625 0.000
H -2.614 -5.290 2.023 0.000
H -1.609 -5.218 0.535 0.000
H -0.671 -0.031 -3.328 0.001
H 0.077 1.284 -2.377 0.002
H -0.430 -3.424 4.042 0.000
H -2.159 -3.894 4.047 0.000
H -1.699 -2.163 3.969 0.000
C 0.371 -3.446 1.335 0.001
H 1.018 -3.539 2.227 0.000
H 0.483 -4.358 0.731 0.000
H 0.709 -2.589 0.735 0.000



71
Properties=species:S:1:pos:R:3:mulliken_spin:R:1 method="wB97M-V/def2-TZVPD" multiplicity=2 largest_force_ev_per_a=6.567 gap_ev="3.876 / 3.991" charge=+2 energy_ha=-2566.697235 s2=0.763
V -0.975 0.897 -1.215 0.015
C -0.824 -1.934 2.479 0.144
C 0.426 -2.266 1.884 0.183
C 0.739 -0.433 3.246 0.191
C -0.639 -0.768 3.272 0.148
C 1.403 -1.372 2.402 0.159
C -2.099 -2.660 2.328 0.027
H -1.922 -3.675 1.954 -0.001
H -2.791 -2.139 1.624 -0.004
H -2.603 -2.759 3.302 0.000
C -1.717 -0.062 3.995 -0.022
H -2.407 0.433 3.291 0.030
H -1.299 0.698 4.663 -0.003
H -2.306 -0.772 4.596 0.017
C 1.398 0.650 4.006 0.015
H 1.983 0.241 4.845 0.007
H 0.651 1.334 4.424 -0.003
H 2.087 1.228 3.374 0.007
C 2.861 -1.431 2.172 0.013
H 3.389 -1.761 3.081 0.009
H 3.275 -0.446 1.898 0.007
H 3.102 -2.141 1.373 -0.004
C 0.683 -3.376 0.940 -0.001
H 1.206 -4.213 1.432 0.019
H 1.319 -3.046 0.103 0.006
H -0.256 -3.764 0.525 0.000
C -1.438 1.923 -2.709 -0.001
C -1.906 0.492 -2.809 0.000
C -1.058 -0.485 -3.599 -0.001
C 0.212 -0.932 -2.834 0.003
C 0.293 -0.392 -1.424 0.023
C 1.194 0.910 -1.304 -0.006
C 1.103 2.117 -2.275 0.000
C -0.093 2.297 -3.245 0.001
H -0.773 -0.067 -4.580 0.000
H 1.121 -0.684 -3.409 0.001
H -1.655 -1.375 -3.867 0.000
H 0.127 1.810 -4.216 0.000
H -2.201 2.709 -2.739 0.000
H -2.981 0.325 -2.900 -0.001
H -0.106 3.373 -3.490 0.000
H 1.246 3.052 -1.710 0.000
H 2.084 0.396 -1.719 0.002
H 2.009 2.076 -2.913 0.000
H 0.223 -2.036 -2.808 0.000
H 0.572 -1.143 -0.684 -0.014
P -3.317 -0.931 -0.244 0.016
C -4.938 -0.110 -0.454 0.000
C -3.613 -2.327 -1.381 0.000
P 3.731 1.596 0.329 -0.001
C 1.787 1.321 0.101 0.036
C 4.405 0.706 -1.139 0.000
C 3.906 3.293 -0.375 0.000
H -4.985 0.740 0.242 0.000
H -5.746 -0.815 -0.213 0.000
H -5.043 0.267 -1.485 0.001
H -2.894 -2.270 -2.212 0.000
H -4.643 -2.341 -1.769 0.000
H -3.422 -3.257 -0.821 0.000
H 4.026 3.260 -1.465 0.000
H 4.815 3.723 0.075 0.000
H 3.049 3.923 -0.102 0.000
H 1.344 2.270 0.436 0.002
H 1.544 0.539 0.839 -0.024
H 5.460 0.491 -0.903 0.000
H 4.372 1.337 -2.038 0.000
H 3.891 -0.246 -1.317 0.000
C -1.530 1.858 0.563 0.004
H -1.412 2.943 0.351 0.000
H -0.859 1.578 1.402 -0.004
H -2.583 1.625 0.817 0.001